No. 1
ORCA calculation (ωB97M-V with the def2-TZVPD basis set) on C4H10N4O in the gas phase.

Structure (XYZ):
```
19
Properties=species:S:1:pos:R:3:nbo_charge:R:1
H 1.182 -1.651 -1.725 0.353
N 0.328 -2.050 -1.313 -0.552
C -0.165 -1.171 -0.497 0.379
C 0.489 0.232 -0.448 0.349
N -0.269 1.263 -0.939 -0.830
N 1.683 0.276 0.040 -0.490
C 2.350 1.567 0.051 -0.456
N -1.323 -1.388 0.236 -0.219
C -1.385 -0.949 1.626 -0.430
O -2.444 -0.934 -0.490 -0.583
H -1.269 1.064 -0.979 0.409
H -0.055 2.191 -0.601 0.389
H 2.454 1.981 -0.958 0.189
H 1.823 2.286 0.686 0.176
H 3.357 1.444 0.460 0.209
H -1.310 0.136 1.732 0.172
H -2.324 -1.267 2.085 0.221
H -0.586 -1.408 2.219 0.226
H -2.537 -1.621 -1.185 0.487
```

## Properties
- HOMO (eV) = -8.90
- SMILES = [H]/N=C(\C(N)=N\C)N(C)O
- Kohn-Sham gap (eV) = 9.6

=====

No. 2
ORCA calculation (ωB97M-V with the def2-TZVPD basis set) on a molecular structure, C4H10N4O.

Structure (XYZ):
```
19
Properties=species:S:1:pos:R:3:nbo_charge:R:1
C -1.123 -1.012 0.055 0.006
C 1.202 1.765 1.126 -0.431
N 0.828 0.473 0.576 -0.581
C -1.049 0.308 0.426 0.586
N -0.521 -2.037 0.847 -0.858
N -1.818 -1.375 -1.117 -0.858
C 0.986 0.126 -0.999 0.313
N 0.995 1.012 -1.886 -0.656
O -1.736 1.292 0.260 -0.597
H 1.205 -0.299 1.116 0.423
H -0.187 -2.816 0.290 0.356
H -1.182 -2.366 1.545 0.375
H -2.268 -0.577 -1.550 0.381
H -1.206 -1.842 -1.781 0.355
H 0.440 1.843 -1.689 0.367
H 1.510 -0.818 -1.081 0.179
H 1.824 2.348 0.444 0.207
H 1.737 1.556 2.053 0.209
H 0.365 2.420 1.365 0.222
```

## Properties
- HOMO (eV) = -6.45
- Kohn-Sham gap (eV) = 7.2

=====

No. 3
ORCA calculation (ωB97M-V with the def2-TZVPD basis set) on 2 unconnected molecules or ions with the total composition C4H10N4O2.

Structure (XYZ):
```
20
Properties=species:S:1:pos:R:3:nbo_charge:R:1
C 1.249 -0.069 -0.603 0.117
C -0.386 -1.740 -0.428 0.741
C -1.369 -0.633 -0.069 -0.318
C -0.620 3.259 1.017 0.321
N 0.453 0.896 -0.289 -0.209
N 0.913 -1.406 -0.560 -0.222
N -0.791 0.762 0.037 -0.387
N 1.686 -2.476 -0.988 -0.660
O -0.812 -2.933 -0.555 -0.544
O -0.023 2.652 1.960 -0.474
H 2.207 0.154 -0.902 0.235
H -2.085 -0.755 -0.867 0.267
H -1.711 -0.755 0.962 0.271
H -0.153 3.267 0.013 0.268
H -1.373 4.149 1.210 0.269
H -1.249 1.675 0.347 0.366
H 2.166 -2.311 -1.843 0.404
H 2.338 -2.881 -0.394 0.410
H -0.102 -3.568 -0.962 0.568
H -0.337 2.713 2.913 0.579
```

## Properties
- net charge = +2
- HOMO (eV) = -16.28
- Kohn-Sham gap (eV) = 5.8

=====

No. 4
ORCA calculation (ωB97M-V with the def2-TZVPD basis set) on a gas-phase ion, C4H10N5 (charge +1).

Structure (XYZ):
```
19
Properties=species:S:1:pos:R:3:nbo_charge:R:1
C 1.479 0.272 -0.884 -0.415
N 0.571 0.537 0.201 -0.102
C 0.902 1.556 1.164 -0.458
N -0.542 -0.091 0.184 -0.100
C -1.579 0.156 0.938 -0.165
C -2.596 -0.824 0.922 0.122
N -2.445 -1.840 0.139 -0.209
N -1.374 -2.317 -0.278 0.153
N -1.233 -2.764 -1.471 -0.481
H 2.504 0.482 -0.585 0.228
H 1.402 -0.773 -1.181 0.225
H 1.235 0.899 -1.747 0.222
H 0.622 1.228 2.166 0.231
H 1.972 1.740 1.137 0.239
H 0.385 2.495 0.945 0.227
H -1.719 1.043 1.540 0.222
H -3.513 -0.727 1.475 0.245
H -0.460 -3.395 -1.629 0.418
H -1.916 -2.622 -2.213 0.399
```

## Properties
- net charge = +1
- HOMO (alpha / beta) (eV) = -12.72 / -12.72
- SMILES = C[N+](C)=N/C=C\N=N\N
- Kohn-Sham gap (alpha / beta) (eV) = 8.0 / 8.0

=====

No. 5
ORCA calculation (ωB97M-V with the def2-TZVPD basis set) on 2 unconnected molecules or ions with the total composition C4H10NO.

Structure (XYZ):
```
16
Properties=species:S:1:pos:R:3:nbo_charge:R:1
C -1.300 -1.565 0.778 -0.421
N -2.234 -0.748 0.019 -0.697
C -1.524 0.424 -0.636 0.139
O -0.451 0.102 -1.340 -0.945
H -0.589 -2.103 0.135 0.173
H -1.859 -2.257 1.411 0.159
H -0.691 -0.903 1.397 0.184
H -2.662 -1.288 -0.725 0.326
H -1.338 1.122 0.225 0.057
H -2.360 0.900 -1.218 0.065
C 2.686 1.638 0.200 -0.441
C 2.353 0.465 -0.335 -0.393
H 3.674 1.797 0.633 0.153
H 2.015 2.479 0.294 0.184
H 2.983 -0.405 -0.187 0.164
H 1.298 0.340 -0.654 0.294
```

## Properties
- net charge = -1
- HOMO (eV) = -2.73
- Kohn-Sham gap (eV) = 7.0

=====

No. 6
ORCA calculation (ωB97M-V with the def2-TZVPD basis set) on 2 unconnected molecules or ions with the total composition C4H10NO.

Structure (XYZ):
```
16
Properties=species:S:1:pos:R:3:nbo_charge:R:1
C 1.855 0.722 -0.790 -0.890
C 1.178 -0.980 0.398 -0.087
N -0.094 -0.402 0.935 -0.627
C -1.022 -0.074 -0.202 -0.276
C -2.394 0.134 0.473 0.003
O -3.519 0.315 -0.238 -0.944
H 2.025 1.311 -1.781 0.220
H 2.738 0.065 -0.839 0.173
H 2.085 1.454 0.046 0.172
H 0.909 -1.545 -0.501 0.197
H 1.884 -1.359 1.108 0.193
H 0.629 0.337 0.753 0.416
H -1.131 -0.895 -0.925 0.155
H -0.614 0.743 -0.807 0.181
H -2.383 -0.772 1.161 0.058
H -2.146 0.945 1.207 0.057
```

## Properties
- net charge = -1
- HOMO (eV) = -2.10
- Kohn-Sham gap (eV) = 5.5

=====

No. 7
ORCA calculation (ωB97M-V with the def2-TZVPD basis set) on 2 unconnected molecules or ions with the total composition C4H10NO.

Structure (XYZ):
```
16
Properties=species:S:1:pos:R:3:nbo_charge:R:1
C 2.060 0.621 1.372 -0.458
C 0.062 1.799 1.368 0.036
N 0.938 1.250 2.114 -0.507
H 2.186 -0.368 1.813 0.186
H 2.976 1.206 1.519 0.157
H 1.758 0.505 0.331 0.228
H -0.908 1.993 1.828 0.147
H 0.251 2.244 0.397 0.152
C -1.440 -0.493 -1.086 -0.010
O -0.524 0.130 -0.302 -0.964
C -0.916 -1.838 -1.613 -0.636
H -1.708 0.166 -1.957 0.072
H -2.421 -0.700 -0.589 0.070
H -1.646 -2.379 -2.236 0.158
H -0.664 -2.493 -0.774 0.185
H -0.004 -1.643 -2.184 0.184
```

## Properties
- net charge = -1
- HOMO (eV) = -2.61
- Kohn-Sham gap (eV) = 7.1

=====

No. 8
ORCA calculation (ωB97M-V with the def2-TZVPD basis set) on a gas-phase ion, C4H10NO (charge -1).

Structure (XYZ):
```
16
Properties=species:S:1:pos:R:3:nbo_charge:R:1
C 0.627 1.885 -2.164 -0.414
N 0.026 0.631 -1.772 -0.638
C 0.357 0.261 -0.349 -0.224
C -0.445 -0.869 0.162 -0.517
C -0.014 -1.337 1.748 0.057
O -0.695 -0.793 2.714 -0.917
H 0.019 2.509 -2.824 0.179
H 1.542 1.697 -2.758 0.166
H 0.958 2.535 -1.343 0.165
H -0.973 0.674 -1.839 0.344
H 0.175 1.137 0.277 0.172
H 1.417 -0.010 -0.398 0.168
H -1.485 -0.567 0.378 0.189
H -0.587 -1.788 -0.409 0.178
H -0.105 -2.444 1.615 0.050
H 1.088 -1.111 1.667 0.041
```

## Properties
- net charge = -1
- HOMO (eV) = -2.28
- SMILES = CNCCC[O-]
- Kohn-Sham gap (eV) = 6.0

=====

No. 9
ORCA calculation (ωB97M-V with the def2-TZVPD basis set) on 2 unconnected molecules or ions with the total composition C4H10NO.

Structure (XYZ):
```
16
Properties=species:S:1:pos:R:3:nbo_charge:R:1
C 0.503 0.514 -0.133 -0.661
C -0.420 -0.506 0.544 0.172
C -1.467 -0.191 1.281 -0.491
C 0.429 -2.519 -0.534 -0.301
N -0.378 -1.887 0.256 -0.558
H 0.291 0.796 -1.163 0.251
H 0.346 1.419 0.419 0.238
H 1.546 0.197 0.136 0.211
H -2.296 -0.985 1.504 0.187
H -1.441 0.746 1.830 0.202
H 0.124 -3.424 -1.120 0.190
H 1.349 -1.818 -0.730 0.168
H -1.070 -2.500 0.650 0.389
H 1.762 3.400 -0.635 0.488
H 0.627 4.146 -1.620 0.495
O 0.892 3.431 -1.001 -0.979
```

## Properties
- multiplicity = 2
- HOMO (alpha / beta) (eV) = -5.66 / -8.50
- Kohn-Sham gap (alpha / beta) (eV) = 6.4 / 9.2

=====

No. 10
ORCA calculation (ωB97M-V with the def2-TZVPD basis set) on a gas-phase ion, C4H10NO (charge +1).

Structure (XYZ):
```
16
Properties=species:S:1:pos:R:3:nbo_charge:R:1
C -1.447 1.164 -0.775 -0.445
N -0.077 0.610 -0.678 -0.525
C 0.163 -0.198 0.608 -0.142
C 1.654 -0.233 0.724 -0.680
C -0.407 -1.607 0.500 0.415
O -0.781 -2.110 -0.535 -0.474
H -2.164 0.418 -0.255 0.244
H -1.695 1.172 -1.842 0.245
H -1.584 2.212 -0.317 0.257
H 0.699 1.379 -0.816 0.462
H 0.023 -0.032 -1.505 0.460
H -0.442 0.242 1.344 0.242
H 2.118 -0.818 -0.025 0.243
H 2.077 -0.749 1.605 0.276
H 2.348 0.731 0.558 0.252
H -0.484 -2.183 1.410 0.169
```

## Properties
- net charge = +1
- HOMO (eV) = -14.94
- SMILES = C[NH2+][C@H](C)C=O
- Kohn-Sham gap (eV) = 11.3

=====

No. 11
ORCA calculation (ωB97M-V with the def2-TZVPD basis set) on 2 unconnected molecules or ions with the total composition C4H10NO.

Structure (XYZ):
```
16
Properties=species:S:1:pos:R:3:nbo_charge:R:1
C -2.466 -0.267 -0.536 -0.718
C -0.954 -0.085 -0.281 0.509
C -0.682 0.633 0.937 -0.719
C 3.547 -0.072 0.403 -0.208
N -0.018 -0.610 -1.036 -0.670
O 2.339 0.092 0.281 -0.277
H -2.758 0.787 -0.754 0.264
H -3.075 -0.564 0.374 0.281
H -1.445 0.538 1.595 0.263
H -0.951 1.699 0.667 0.295
H 0.393 0.530 1.363 0.279
H 3.912 -0.490 1.276 0.254
H 4.348 0.246 -0.286 0.270
H -0.277 -0.852 -2.041 0.448
H 0.963 -0.651 -0.628 0.462
H -2.876 -0.934 -1.335 0.267
```

## Properties
- net charge = +1
- multiplicity = 3
- HOMO (alpha / beta) (eV) = -10.92 / -16.80
- Kohn-Sham gap (alpha / beta) (eV) = 6.7 / 10.1

=====

No. 12
ORCA calculation (ωB97M-V with the def2-TZVPD basis set) on a gas-phase ion, C4H10NO2 (charge -1).

Structure (XYZ):
```
17
Properties=species:S:1:pos:R:3:nbo_charge:R:1
O 1.322 1.887 2.047 -0.914
C 0.888 0.734 1.690 0.055
C -0.698 0.689 1.304 -0.499
C -0.880 0.474 -0.145 -0.196
N -0.642 -0.970 -0.452 -0.677
C 0.219 -1.354 -1.613 0.113
O 0.065 -0.417 -2.662 -0.739
H 1.138 -0.129 2.377 0.040
H 1.394 0.415 0.669 0.001
H -1.137 1.702 1.648 0.195
H -1.054 0.030 2.044 0.189
H -1.827 0.781 -0.403 0.167
H -0.141 1.221 -0.758 0.153
H -0.300 -1.609 0.301 0.364
H -0.219 -2.252 -2.078 0.139
H 1.253 -1.590 -1.423 0.135
H 0.621 0.388 -2.547 0.473
```

## Properties
- net charge = -1
- HOMO (eV) = -2.19
- SMILES = [O-]CCCNCO
- Kohn-Sham gap (eV) = 5.8